# C3H6O3

2 unconnected molecules or ions with the total composition C3H6O3 at a distorted geometry (ωB97M-V/def2-TZVPD, OMol25).

Electronic energy = -343.51677 Eh
HOMO-LUMO gap = 8.735 eV
SMILES string = C=CO.O=CO

```
12
Properties=species:S:1:pos:R:3:forces:R:3
H 0.6713 0.8894 -2.0532 0.654 -0.817 -1.496
C -0.0688 1.4185 1.2020 0.419 0.003 -0.493
H 0.3369 -2.0554 0.4197 0.183 0.005 -0.499
H -0.9414 0.0657 -1.9726 -0.675 0.791 1.514
O -1.1312 0.7653 0.7394 -0.551 -0.026 -0.658
H -0.2058 2.5024 1.0386 0.043 -0.063 0.587
C 0.1261 -0.0307 -1.8791 -0.223 -0.597 0.271
H -0.8834 -0.0078 0.1732 0.028 0.038 1.009
H 0.9818 -2.0298 -1.9757 1.474 0.613 0.960
O -0.2157 -1.7141 -0.2970 -1.363 -0.445 -0.526
C 0.4974 -1.2467 -1.3759 0.077 0.392 -0.619
O 0.9287 0.9106 1.6328 -0.067 0.106 -0.050
```
Forces are in eV/Å.


# C35H33FN3O3ReSb2Se4

A molecular structure, C35H33FN3O3ReSb2Se4 at a distorted geometry (ωB97M-V/def2-TZVPD, OMol25).

Electronic energy = -12006.48603 Eh
Total charge = +4
HOMO-LUMO gap (alpha / beta) = 5.395 / 5.392 eV

```
82
Properties=species:S:1:pos:R:3:forces:R:3
C -4.3810 1.2966 5.0139 0.007 -0.010 0.063
Se 1.3999 1.1862 -0.6466 1.406 1.150 -0.679
O -3.6913 1.3198 -1.2783 0.231 -0.091 0.096
C 2.1653 -4.3237 -1.6539 0.053 -0.070 -0.041
Se 3.9146 0.9367 -0.3635 -0.111 0.092 -0.073
H -5.0506 2.0615 10.6316 0.007 0.004 -0.008
C -3.7785 0.5405 6.0197 -0.039 0.025 -0.071
C -2.3512 -6.1486 -1.9244 -0.029 -0.013 -0.049
H -6.8692 2.5574 1.2136 0.013 -0.011 -0.002
O -1.6908 0.5207 -0.7158 1.244 -0.006 -0.523
C 3.4522 -4.7027 -2.0365 -0.056 0.014 0.097
C -3.9447 1.2481 3.6884 0.076 -0.077 0.000
C 3.9510 -2.4259 -2.6452 0.086 -0.036 0.023
H -4.1296 -1.7233 -4.6266 -0.003 -0.003 0.006
H -6.6339 2.1740 9.0709 -0.001 -0.021 -0.004
H 2.3776 -0.9978 -2.3492 -0.035 0.012 -0.148
Se 1.2857 -1.5068 1.4555 0.363 0.311 -0.184
C -1.1646 -1.6321 -3.0031 0.053 -0.305 -0.045
C -4.1757 0.3816 9.7686 -0.001 -0.009 0.012
C -4.2104 1.9063 1.4408 -0.098 0.068 0.060
H -7.2186 4.1151 2.0830 0.001 0.000 -0.016
H -4.7582 2.4981 0.7202 -0.009 -0.016 -0.004
H -5.2101 1.9432 5.2473 -0.004 -0.020 0.003
H -2.8966 -0.1883 -6.1186 0.008 -0.026 -0.020
H -2.4863 0.4229 8.4409 0.002 -0.002 -0.007
C -3.1572 1.1124 1.0230 0.188 -0.171 -0.069
H -2.9386 -6.0780 1.4170 -0.002 -0.005 0.005
H -3.8365 2.4239 9.6053 -0.003 -0.009 0.008
C 1.7817 -2.9964 -1.7847 -0.367 -0.308 0.275
Re -0.1307 -0.1820 0.1075 -1.751 -1.879 1.504
C -2.1956 -0.2850 4.3381 0.016 0.031 0.099
H -1.6491 -3.9812 1.2115 0.004 0.011 0.011
H -6.1918 1.1625 6.7510 0.009 0.009 0.007
Sb -0.2249 -2.5169 -1.3456 -0.114 0.590 -1.139
C -2.8196 -6.5391 -0.6769 0.007 0.017 0.024
C -6.8267 3.1103 2.1415 0.009 0.022 0.049
C 4.3367 -3.7585 -2.5337 0.037 0.090 -0.038
C 2.6728 -2.0347 -2.2568 0.187 0.088 0.097
F -2.0170 -0.9849 6.5272 -0.025 0.003 0.006
C -5.6757 2.9027 3.0756 -0.116 0.016 -0.001
C -3.1058 -1.4556 -4.4041 0.010 0.056 0.090
H 5.3312 -4.0568 -2.8374 -0.005 -0.007 -0.034
H -3.4768 0.2759 10.5959 0.001 -0.010 -0.006
N -4.6429 1.8087 9.7284 -0.001 0.037 -0.014
Se 4.9481 -3.1116 1.3180 0.070 0.300 -0.137
H 4.6402 -1.6961 -3.0513 0.000 0.019 0.013
C -0.4738 -0.7515 -3.8273 0.147 0.020 -0.118
H -5.3080 3.7492 3.6412 -0.001 0.012 -0.022
C -2.5737 -5.7620 0.4496 -0.019 -0.005 -0.050
H -6.1397 0.0249 8.0605 -0.010 0.004 -0.017
H -1.3489 -0.9161 4.1093 -0.003 -0.015 0.002
H -5.3710 2.9964 8.1415 -0.016 -0.002 -0.011
H -1.2790 -4.6691 -3.0450 -0.009 0.010 0.002
C -1.8532 -4.5825 0.3348 0.031 0.002 0.055
C -2.9040 1.0065 -0.4405 -1.194 0.356 0.288
C -2.4238 0.3902 1.9654 -0.187 0.171 -0.208
C -1.6349 -4.9674 -2.0654 -0.035 -0.169 0.020
H 0.5505 -0.4646 -3.6155 0.006 -0.036 -0.047
N -4.2560 0.5248 7.3072 0.021 0.063 0.006
H -3.0365 -2.6487 -2.6300 0.006 -0.025 -0.021
C -3.4940 0.0080 8.4561 0.026 -0.036 0.048
C -1.4045 -4.2076 -0.9236 0.407 0.301 0.259
H -5.0492 -0.2286 9.9856 0.005 -0.004 -0.010
H 1.4789 -5.0717 -1.2732 -0.003 -0.006 -0.035
H -3.4054 -1.0791 8.4443 0.005 0.003 -0.006
C -2.6470 -0.2348 5.6160 0.049 -0.033 -0.039
C -2.4116 -0.5948 -5.2415 0.000 0.011 -0.007
H -3.3793 -7.4598 -0.5819 0.002 -0.002 0.004
H -7.5839 2.7789 4.2146 0.000 0.008 0.005
H 3.7500 -5.7397 -1.9567 0.010 -0.005 0.014
C -7.0266 2.3298 3.4047 0.047 -0.009 -0.027
O -1.3956 -0.3797 1.6266 0.045 0.217 0.565
C -2.8384 0.4483 3.3227 0.002 -0.002 -0.057
H -7.1456 1.2598 3.2941 -0.014 -0.004 0.016
C -1.0975 -0.2439 -4.9561 -0.001 0.061 0.052
C -5.6528 2.0586 8.6149 0.007 -0.001 0.019
C -5.6261 0.8909 7.6361 -0.029 0.019 0.026
C -2.4854 -1.9759 -3.2758 -0.104 -0.037 -0.005
H -0.5604 0.4225 -5.6173 0.007 0.016 0.015
Sb 3.7827 -1.2447 0.6462 -0.519 -0.681 0.134
N -4.5906 1.9928 2.7070 0.002 -0.050 -0.094
H -2.5441 -6.7586 -2.7966 -0.003 -0.012 0.006
```
Forces are in eV/Å.


# C36H37CdF3O3P2S

A molecular structure, C36H37CdF3O3P2S at a distorted geometry (ωB97M-V/def2-TZVPD, OMol25).

Electronic energy = -3167.74972 Eh
HOMO-LUMO gap = 4.882 eV

```
83
Properties=species:S:1:pos:R:3:forces:R:3
C 2.4751 -0.2315 4.2217 1.602 0.983 -0.151
H -1.7469 -0.4896 -4.1472 0.307 0.176 -0.375
H 3.9188 1.1772 -1.8986 -0.205 0.289 0.010
C -1.9285 1.8518 3.3081 -0.704 0.033 -0.210
H -2.8123 -1.0317 4.5254 0.588 0.179 -0.066
H -0.1080 2.9636 6.0713 -0.282 0.419 -0.265
C -2.3371 0.1006 6.2014 -0.754 -0.443 -0.930
C 0.9841 2.7852 -2.5954 0.437 0.314 0.192
H 2.0690 -0.6433 -6.5213 0.095 0.219 0.010
O -0.4987 -1.2059 7.8959 1.333 0.122 -0.806
H -3.4644 1.2882 7.5223 0.056 -0.021 0.028
H -3.1334 2.8835 5.8083 -0.085 0.407 0.102
P -0.0167 -2.1523 -3.4374 0.414 -0.772 0.308
C -2.0741 -3.2188 -1.7631 0.149 0.404 0.364
H -0.2722 -6.5135 -5.8440 -0.218 0.513 0.089
C 2.8853 0.8904 -7.7983 0.024 0.226 0.231
C -0.1783 -4.5893 -4.8459 -0.307 0.253 0.149
H -1.3868 1.1257 2.6785 0.177 0.118 0.269
C -0.6615 -0.5824 -4.0440 0.440 1.205 -0.079
C -3.0879 1.0854 3.9837 -0.386 0.080 -0.220
C -1.0293 -2.2977 -1.8973 -0.112 -0.012 -0.502
C -2.4642 1.3072 7.0715 0.552 0.104 0.362
C -2.5149 -3.9583 -6.2448 0.272 -0.220 -0.036
C -2.5256 -2.3365 0.4538 0.037 -0.038 -0.150
S 0.6671 -0.8754 7.0731 -0.783 0.016 0.965
C 2.0056 1.8325 -2.6767 -0.204 -0.178 0.215
C 3.3905 2.1938 -7.8728 0.003 -0.024 0.225
C 3.1254 2.4309 -5.4746 -0.169 -0.203 -0.212
H 3.7054 2.6118 -8.8285 -0.122 -0.140 0.197
H 4.2092 3.1866 -0.4565 -0.232 0.029 -0.082
H -2.0259 -0.8008 6.7188 -0.437 0.209 -0.109
H 0.3846 4.6823 -1.7743 0.139 -0.162 0.068
H -0.1427 1.3343 -4.8501 -0.248 -0.088 0.313
H -2.3958 -5.9751 -7.0442 0.184 0.331 0.210
C 0.1848 0.4459 -4.3055 -1.472 -0.887 -0.066
H -2.3784 2.5253 2.5621 0.147 0.146 0.189
O 0.7249 0.5006 6.5764 0.294 -1.140 0.437
H -2.1670 3.4420 7.1810 -0.121 -0.130 -0.149
C -1.9248 -3.0167 -5.3908 -0.195 -0.442 -0.113
H 1.8257 0.6196 4.4528 -0.537 -0.755 -0.214
C -0.7164 -1.4012 -0.8586 -0.267 -0.461 -0.147
C -0.7479 -5.5334 -5.7043 -0.297 0.177 -0.160
C -1.0383 2.7573 5.5321 0.721 0.044 -0.130
C 3.3063 3.0829 -1.0573 -0.113 0.013 -0.025
H 0.0619 2.6659 -3.1658 0.335 0.103 0.150
F 1.6301 -1.8758 9.3901 0.589 0.627 -0.944
C 1.9882 -0.9779 8.4361 -0.263 0.329 0.318
P 1.8972 0.3752 -3.7993 1.569 0.464 -0.766
H 2.4467 4.9513 -0.3934 -0.065 -0.228 -0.203
H 3.3388 0.1316 3.6455 -0.282 -0.237 -0.032
C 2.5822 1.1399 -5.3962 -0.062 -0.082 0.252
C -0.9416 2.5558 4.2164 -0.188 -0.276 -0.406
C 1.1586 3.9169 -1.7940 0.032 -0.085 0.122
H 0.1020 -0.6853 -0.9885 -0.269 -0.193 0.073
F 3.2232 -1.3032 7.9735 -0.704 0.203 0.303
H -0.0404 2.8574 3.6644 0.012 -0.328 0.577
Cd 1.6519 -1.8384 3.0527 -0.454 0.452 0.862
H -1.2193 -0.7549 1.1239 -0.149 0.052 -0.023
C -2.6678 -0.0148 4.9063 -0.112 -0.273 0.824
H 2.7988 0.2936 -8.7052 0.014 0.089 0.225
C 2.3141 4.0721 -1.0249 0.098 -0.290 -0.162
C -1.4668 -1.4353 0.3143 0.167 -0.111 -0.033
H 3.2269 3.0306 -4.5679 -0.048 -0.120 -0.300
H -3.1153 -2.3464 1.3702 0.132 0.003 -0.226
H 0.7483 -4.8220 -4.3222 -0.192 0.022 -0.058
H -3.7141 0.6134 3.2036 0.221 0.430 0.121
O 1.0442 -1.8875 6.0737 -0.092 0.261 0.364
H -3.4282 -3.7107 -6.8020 0.470 -0.052 0.281
F 2.0633 0.2395 9.0414 0.179 -0.961 -0.414
C 3.5082 2.9626 -6.7137 -0.055 -0.267 0.234
H -3.7308 1.7870 4.5280 0.026 -0.186 -0.404
C 2.4812 0.3664 -6.5680 0.087 0.341 0.030
H -2.3765 -2.0317 -5.3310 0.009 -0.180 0.100
H 2.8227 -0.7331 5.1253 -0.361 -0.128 -0.254
C -2.8291 -3.2128 -0.5880 0.151 -0.060 -0.001
H -1.7558 1.1911 7.8963 -0.032 0.008 -0.028
H 3.8907 3.9841 -6.7530 -0.054 -0.317 -0.071
C -2.2561 2.6712 6.4051 -0.002 -0.312 -0.156
H -2.2969 -3.9195 -2.5730 0.022 0.286 0.302
H -3.6552 -3.9082 -0.4957 0.018 0.044 0.096
C -1.9338 -5.2244 -6.3955 0.237 0.104 0.318
C 3.1528 1.9573 -1.8646 -0.473 0.201 -0.393
C -0.7880 -3.3322 -4.6319 -0.232 -0.230 -0.410
```
Forces are in eV/Å.


# C6H12BrCl11OP

A molecular structure, C6H12BrCl11OP at a distorted geometry (ωB97M-V/def2-TZVPD, OMol25).

Electronic energy = -8288.53185 Eh
Total charge = -1
HOMO-LUMO gap = 5.582 eV

```
32
Properties=species:S:1:pos:R:3:forces:R:3
Cl 6.5701 -0.0575 -1.3773 -0.094 -0.062 0.029
Cl 2.3513 0.2365 1.4100 0.076 -0.218 -0.027
Cl -1.8159 -1.7282 1.6273 -0.296 -0.998 0.739
H -3.2116 -3.1274 2.9200 0.150 -0.096 -0.243
P -1.8278 -0.3765 -0.7483 -0.444 3.341 -0.214
H -4.1959 0.3734 -0.9937 2.350 1.347 -0.752
O -0.2211 0.2490 -1.1419 -2.501 0.780 -1.960
C -2.3077 -3.2765 2.3243 0.142 0.044 0.990
H -0.3111 0.8785 -1.9370 0.096 -1.210 1.368
H -7.3282 -0.0559 0.8441 0.079 -0.302 -0.092
Cl -7.9011 -2.3467 0.8778 -0.264 -0.093 0.091
Br -2.3772 -2.0974 -2.1973 0.406 -0.303 -0.452
C 6.4775 1.5888 -0.7401 -0.336 0.210 0.085
Cl -2.9359 1.3986 -2.8950 -0.319 0.170 0.061
H 0.9827 3.3560 -0.4281 0.274 -0.067 -0.177
Cl -5.4346 -1.1225 -0.0797 -0.705 -0.391 0.255
Cl 8.0199 2.4317 -0.9292 -0.007 0.086 0.060
Cl 4.7188 -0.1310 3.0710 0.196 -0.026 0.058
H 6.2237 1.5455 0.3219 0.176 -0.015 -0.240
Cl 1.6947 3.0641 -2.6607 -0.063 -0.032 0.011
H -1.5033 -3.6511 2.9620 -0.200 -0.059 -0.211
H -7.6453 -0.6980 -0.7934 0.161 -0.183 0.230
H 3.8759 -1.5669 1.3964 -0.034 0.308 0.123
H 1.7066 1.7450 -0.7020 0.054 0.305 -0.142
Cl 3.3391 3.3976 -0.2767 0.169 0.094 0.164
C 3.9624 -0.4839 1.5127 -0.095 -0.097 -0.383
H 5.7035 2.1372 -1.2824 0.271 -0.190 0.076
C 1.7972 2.8131 -0.9139 -0.497 -0.310 0.112
H 4.5862 -0.0757 0.7139 -0.202 -0.071 0.265
C -7.1706 -0.9010 0.1696 0.192 0.383 -0.135
C -3.1810 0.9470 -1.1143 1.288 -2.261 0.281
Cl -2.6413 -4.4660 1.0599 -0.026 -0.084 0.032
```
Forces are in eV/Å.


# C8H16NO4PS

2 unconnected molecules or ions with the total composition C8H16NO4PS at a distorted geometry (ωB97M-V/def2-TZVPD, OMol25).

Electronic energy = -1409.58583 Eh
HOMO-LUMO gap = 9.315 eV
SMILES string = CSCC[C@]1(P2OCCCO2)OC1=O.N

```
31
Properties=species:S:1:pos:R:3:forces:R:3
H -5.0205 0.4395 1.2692 1.418 0.328 -1.018
C -1.8336 0.9386 -0.7461 -2.913 -2.595 2.369
H 3.2290 -0.2262 -0.8623 0.622 -1.129 0.767
H 1.9435 1.4690 -1.4958 1.325 0.223 1.160
H -1.6785 1.3176 0.2296 0.827 0.065 1.272
C 0.1315 -0.5441 -0.7508 -0.088 0.356 -1.432
H -1.9058 -3.3176 1.2935 0.158 -0.068 0.359
H -1.7284 -0.6862 -2.0511 1.060 -0.484 1.280
H -4.1777 -0.8485 0.7243 0.354 -3.854 -0.486
C -4.0105 0.1353 0.8015 -3.033 3.508 -0.387
H 3.4527 1.6387 1.3834 -0.208 1.128 -1.474
C 3.4452 1.5028 0.2571 -0.945 -2.017 0.914
C 3.3638 -0.0657 0.2302 0.526 2.284 -0.787
H 2.0560 3.0796 -0.7474 1.520 -1.385 0.214
C -1.3231 -0.4614 -1.0111 -2.507 -0.399 1.089
O 1.2928 -2.5487 -1.8226 -0.647 1.228 0.146
P 0.6869 0.2840 0.7854 1.676 0.235 1.202
O 1.0807 1.8329 0.3503 -0.775 -2.226 0.173
S -3.6644 0.9882 -0.7654 -0.469 -0.013 -0.308
H -1.5313 1.6748 -1.3407 1.430 2.752 -3.014
H -0.6363 -2.2592 1.2695 0.642 -0.127 0.163
H 4.3356 -0.3605 0.7268 -1.485 -0.760 -0.668
H 4.3298 1.8018 -0.2335 1.257 0.445 -0.245
H -3.2900 0.4467 1.4646 1.758 0.180 1.720
C 2.2450 1.9631 -0.5282 -2.512 3.094 -0.312
C 0.8721 -1.4549 -1.5697 1.625 -0.959 -0.253
O 2.1919 -0.4518 0.9504 -0.500 0.102 0.091
O 1.0037 -0.2065 -2.0420 -0.547 -1.176 0.009
H -1.5001 -2.4527 2.6982 0.196 -0.241 0.213
H -1.8539 -1.1448 -0.1660 1.192 1.254 -2.130
N -1.5062 -2.4837 1.6987 -0.957 0.253 -0.626
```
Forces are in eV/Å.